The following is a DFT calculation (ωB97M-V/def2-TZVPD) of a 2-piece molecular cluster, C2H4N2O2 overall at a distorted geometry.

Last columns: bonded neighbours and bond lengths (Å).
Geometry (Å):
1 N -1.06713 1.50268 -0.12801  C2 1.372, H7 1.010, H8 1.008
2 C -0.26203 0.41246 0.08876  N1 1.372, O3 1.337, N4 1.281
3 O 0.59690 0.58392 1.09858  C2 1.337, H10 0.979
4 N -0.23041 -0.68174 -0.57687  C2 1.281, H9 1.009
5 C 1.72901 -1.73638 0.24373  O6 1.140
6 O 1.93388 -2.68112 -0.35972  C5 1.140
7 H -1.13469 2.17712 0.62022  N1 1.010
8 H -1.93085 1.31843 -0.61377  N1 1.008
9 H -0.82277 -0.70317 -1.39354  N4 1.009
10 H 1.18808 -0.19220 1.02062  O3 0.979

Energy (eV): -9213.8557
Energy above the lowest of the compared OMol25 structures with the same formula, charge and spin (kcal/mol): 31.53
HOMO (eV): -9.57
HOMO-LUMO gap (eV): 10.43
F_max (eV Å⁻¹): 2.171

Charges obtained by Mulliken population analysis, quoted in units of e: number 1, N, carries -0.457; number 2, C, carries 0.683; number 3, O, carries -0.475; number 4, N, carries -0.626; number 5, C, carries 0.046; number 6, O, carries -0.183; number 7, H, carries 0.246; number 8, H, carries 0.233; number 9, H, carries 0.163; number 10, H, carries 0.370